# 1
9
Properties=species:S:1:pos:R:3:lowdin_spin:R:1 method="wB97M-V/def2-TZVPD" lumo_ev="-4.79 / -5.23" homo_energy_ev="-11.773 / -13.236" total_energy_ev=-27592.5797 multiplicity=9 total_charge=+1 e_above_lowest_kcal_mol=36.8
O -2.57116 0.00957 -0.30398 0.088
H -3.06904 0.82256 -0.45340 0.000
C -1.40549 0.30520 0.29958 0.142
C -0.50758 -0.68662 0.54397 0.065
C 0.59858 -1.17887 0.16199 0.244
C 1.86649 -0.63288 -0.10270 0.243
O 1.97627 0.63706 -0.10194 0.146
Eu 0.34180 1.96421 0.18858 7.064
H 2.77013 -1.24024 -0.23210 0.008



# 2
14
Properties=species:S:1:pos:R:3:nbo_charge:R:1 method="wB97M-V/def2-TZVPD" lumo_ev=3.35 homo_energy_ev=-4.327 total_energy_ev=-28991.5541 multiplicity=1 total_charge=-1 e_above_lowest_kcal_mol=10.2
O -0.07757 -1.61941 -1.57581 -0.782
C -1.24794 -1.90562 -1.25706 0.633
O -1.87523 -1.63401 -0.21326 -0.796
H -1.80233 -2.53843 -2.01387 -0.009
C 1.63717 -0.91344 0.66244 -0.772
S 1.24466 0.71192 1.32906 0.037
S 0.27634 1.59928 -0.28739 0.066
C -1.45984 1.37623 0.16854 -0.764
H 0.79093 -1.46243 0.24815 0.290
H 2.33537 -0.79003 -0.16690 0.208
H 2.13563 -1.53747 1.41219 0.197
H -1.55749 1.57159 1.23238 0.208
H -2.00205 2.10847 -0.43166 0.197
H -1.74144 0.34330 -0.05673 0.287



# 3
88
Properties=species:S:1:pos:R:3:mulliken_charge:R:1 method="wB97M-V/def2-TZVPD" lumo_ev=2.17 homo_energy_ev=-2.630 total_energy_ev=-106286.2890 multiplicity=1 total_charge=-1
O -3.33157 1.59347 1.88170 -0.725
P -3.46568 0.57487 0.82879 0.968
O -3.23975 -0.91775 1.41351 -0.511
O -5.05786 0.54207 0.38760 -0.569
C -2.44431 0.81375 -0.69936 -0.317
N -1.10755 0.39414 -0.60390 -0.677
C -0.98525 -1.03894 -0.84375 -0.176
B -1.06347 -1.49064 -2.35843 0.633
O -0.62756 -2.77833 -2.74271 -0.511
O -1.54873 -0.69058 -3.38103 -0.536
H -3.95962 -1.12157 2.02287 0.280
H -5.18180 -0.20711 -0.20942 0.261
H -3.04020 0.38883 -1.54726 0.002
H -2.48931 1.90757 -0.80679 0.309
H -1.70615 -1.65509 -0.27211 0.121
H 0.00502 -1.36481 -0.48844 -0.037
H -1.12160 -3.42542 -2.23143 0.237
H -2.26445 -1.17362 -3.80452 0.201
C -3.50714 1.04821 -9.11635 -1.081
C -2.24176 0.76626 -8.33672 -0.273
O -2.45162 -0.25853 -7.34682 -0.224
C -2.42943 -1.50752 -7.77690 0.269
O -2.25586 -1.88882 -8.89836 -0.540
C -2.61858 -2.45732 -6.57628 0.979
F -3.63226 -2.04870 -5.79655 -0.259
F -1.51217 -2.47963 -5.84320 -0.219
F -2.89236 -3.69074 -6.99159 -0.263
H -4.32081 1.30662 -8.43841 0.298
H -3.34427 1.87912 -9.80214 0.368
H -3.81335 0.17799 -9.69568 0.309
H -1.93163 1.64052 -7.76980 0.330
H -1.42008 0.47638 -8.99033 0.315
C 1.78822 -8.21201 0.28661 -1.116
C 1.23298 -7.64258 1.57367 -0.217
O 0.95404 -6.23600 1.44910 -0.310
C -0.18463 -5.92007 0.84596 0.165
O -0.99841 -6.68102 0.40938 -0.537
C -0.34620 -4.38457 0.81466 1.130
F 0.78400 -3.80159 0.42596 -0.277
F -0.65807 -3.94290 2.03768 -0.270
F -1.32456 -4.05226 -0.01855 -0.236
H 2.67115 -7.65414 -0.02564 0.303
H 2.06415 -9.25666 0.42925 0.375
H 1.05360 -8.15567 -0.51524 0.315
H 1.96461 -7.71280 2.37562 0.317
H 0.33125 -8.16571 1.88991 0.326
C 1.77342 0.52620 0.94167 -0.134
C 1.84539 2.01136 1.16238 -0.369
O 3.03729 2.39988 1.91848 -0.304
C 4.16088 2.49245 1.25169 0.236
O 4.36121 2.31976 0.08373 -0.529
C 5.28292 2.93088 2.21782 1.093
F 5.26867 2.23020 3.35869 -0.286
F 5.15433 4.22776 2.53458 -0.279
F 6.48456 2.76901 1.65628 -0.258
H 1.82340 -0.00922 1.89255 0.309
H 0.81932 0.31463 0.45370 -0.306
H 2.59274 0.17228 0.31326 0.349
H 1.01171 2.34760 1.77256 0.294
H 1.82239 2.56105 0.22370 0.308
C -5.92572 3.68871 1.76511 -1.035
C -7.05420 2.80430 1.29256 0.006
O -8.24080 2.97528 2.12231 -0.342
C -8.99552 4.01980 1.86908 0.309
O -8.84816 4.85734 1.02523 -0.523
C -10.20862 4.01510 2.82551 0.924
F -9.84372 3.77462 4.08826 -0.249
F -11.07961 3.06263 2.45801 -0.260
F -10.84059 5.18544 2.79214 -0.249
H -5.70657 3.49670 2.81476 0.285
H -5.02702 3.47955 1.18882 0.251
H -6.18189 4.74408 1.65680 0.371
H -6.77941 1.76101 1.39248 0.206
H -7.31192 2.98998 0.25105 0.279
C 9.40460 3.50023 3.15249 -1.172
C 8.65367 2.54991 4.05696 -0.036
O 9.53390 1.53389 4.59618 -0.356
C 10.27949 1.89112 5.62422 0.297
O 10.31265 2.95479 6.17127 -0.515
C 11.12526 0.68517 6.08771 0.926
F 11.70160 0.06641 5.05336 -0.248
F 10.34742 -0.19988 6.72335 -0.254
F 12.07982 1.07881 6.92384 -0.244
H 9.91212 2.94917 2.36026 0.323
H 8.70971 4.20559 2.69963 0.347
H 10.15583 4.06120 3.70780 0.395
H 7.89930 2.00491 3.50142 0.195
H 8.15917 3.07362 4.87375 0.318



# 4
8
Properties=species:S:1:pos:R:3:nbo_charge:R:1 method="wB97M-V/def2-TZVPD" lumo_ev="-1.04 / -1.03" homo_energy_ev="-10.168 / -10.167" total_energy_ev=-31019.0363 multiplicity=1 total_charge=0 e_above_lowest_kcal_mol=11.3
N 2.02776 0.14438 0.32636 0.038
O -0.23033 -2.01616 0.16017 -0.897
O -1.28852 0.21716 -0.06764 -0.853
O 0.96903 0.50709 0.80316 -0.262
S -0.89986 -1.02675 0.96201 1.548
Cl -2.93435 -1.58983 1.21762 -0.333
H 1.87234 -0.90434 -0.06151 0.273
H -2.21113 0.14600 0.14560 0.486



# 5
16
Properties=species:S:1:pos:R:3:nbo_charge:R:1 method="wB97M-V/def2-TZVPD" lumo_ev=-3.40 homo_energy_ev=-12.951 total_energy_ev=-26426.5666 multiplicity=1 total_charge=+1 e_above_lowest_kcal_mol=22.7 smiles=C[C@@H]([NH3+])CSS
C -2.88028 -0.57032 -0.83341 -0.678
C -1.63326 0.24278 -0.89347 -0.058
N -1.43939 1.34286 0.19373 -0.692
C -0.47873 -0.81549 -0.46311 -0.543
S 1.12549 0.15917 -0.38848 0.036
S 2.16887 -0.21974 1.28652 -0.069
H -3.86626 -0.01123 -1.01488 0.244
H -2.86640 -1.43130 -1.48130 0.273
H -3.16879 -0.98511 0.14482 0.240
H -1.36851 0.61565 -1.89662 0.248
H -0.81574 2.07795 -0.15047 0.465
H -2.38802 1.63195 0.40837 0.445
H -0.96272 0.85876 0.94956 0.452
H -0.73740 -1.34610 0.45326 0.240
H -0.27764 -1.51948 -1.24582 0.253
H 2.71356 -1.41420 1.08614 0.144



# 6
51
Properties=species:S:1:pos:R:3:nbo_charge:R:1 method="wB97M-V/def2-TZVPD" lumo_ev=0.25 homo_energy_ev=-8.978 total_energy_ev=-124274.6603 multiplicity=1 total_charge=0 e_above_lowest_kcal_mol=337.1
C 3.94874 -1.60936 -1.64311 -0.210
Cl 3.17820 -0.03817 -1.39302 0.102
Cl 5.12672 -1.33664 -3.01599 0.010
Cl 5.03365 -1.92746 -0.26898 0.063
Cl 2.69861 -2.85829 -1.94834 0.070
C 0.01154 3.06222 -2.87065 -0.063
C -1.09947 2.41021 -2.00165 -0.105
O -0.47653 1.35383 -1.33220 -0.803
O -0.56682 4.08362 -3.57743 -0.731
H 0.42800 2.36140 -3.59419 0.176
H 0.90500 3.40789 -2.35070 0.168
H -1.92750 2.04226 -2.60751 0.194
H -1.46262 3.19907 -1.34293 0.173
H -0.63013 0.60993 -1.91923 0.443
H -0.92195 4.83675 -3.09966 0.474
C -0.84376 0.95391 1.14767 -0.205
C -1.65228 2.03266 1.88997 -0.091
O -1.38008 1.95786 3.28766 -0.749
O -1.24501 -0.42381 1.34430 -0.760
H 0.19809 0.92789 1.46699 0.215
H -0.94348 0.99353 0.06297 0.258
H -2.65311 1.61712 1.77266 0.170
H -1.49460 3.02311 1.46309 0.183
H -1.96861 2.50939 3.80829 0.481
H -1.14858 -0.48247 2.29765 0.480
C 1.58336 -2.65150 2.09466 -0.109
C 0.99486 -1.42178 2.72014 -0.080
O -0.16409 -1.73797 3.34065 -0.674
O 2.80642 -2.52223 1.40004 -0.707
H 0.78490 -3.13058 1.52806 0.183
H 1.82191 -3.23717 2.98245 0.186
H 0.87744 -0.60224 2.01116 0.156
H 1.63333 -0.95500 3.47020 0.162
H -0.59408 -0.89552 3.50494 0.450
H 2.73246 -3.10781 0.64292 0.476
Cl 1.57854 1.16157 0.24165 -0.028
C 0.40254 -0.13786 0.02816 -0.526
C 1.11151 -1.34119 -0.71629 -0.431
Cl -0.10848 -2.47019 -1.39658 -0.054
H -0.46161 0.17128 -0.55985 0.268
H 0.11054 -0.51575 1.00797 0.283
H 1.63823 -1.99335 -0.01962 0.242
H 1.68820 -0.94325 -1.55126 0.209
Cl -3.45055 -2.71090 -0.87488 -0.121
C -2.32161 -1.38138 -0.28708 -0.395
C -2.57389 -0.07767 -1.07695 -0.416
Cl -1.75132 -0.31425 -2.63680 0.020
H -1.25783 -1.60904 -0.35518 0.225
H -2.50380 -1.19048 0.77049 0.268
H -2.05868 0.76893 -0.62316 0.225
H -3.63235 0.13886 -1.22148 0.244